Run A
Entry from OMol25: one molecule with the formula C3H6FN (ωB97M-V/def2-TZVPD).

The geometry in XYZ format:
```
11
C3H6FN, DFT ωB97M-V/def2-TZVPD
H 0.380 -0.535 -1.554
C 1.295 -0.045 0.334
F -1.728 0.885 0.069
C 0.095 -0.162 -0.547
C -1.271 -0.433 -0.032
H 0.229 1.577 0.308
H 2.284 -0.424 0.001
N 0.799 1.112 -0.374
H 1.176 0.008 1.466
H -2.008 -1.030 -0.613
H -1.251 -0.954 0.942
```

Properties
Frontier orbital gap   10.7 eV
LUMO energy   1.1 eV
HOMO level   -0.3535 hartree
Total charge   0
Structure (SMILES)   FC[C@@H]1CN1

Results of the Löwdin charge analysis, in e, for atoms 1 through 4:
1 H 0.14
2 C -0.17
3 F -0.07
4 C -0.31



Run B
Entry from OMol25: one molecule with the formula C3H6FN (ωB97M-V/def2-TZVPD).

The geometry in XYZ format:
```
11
C3H6FN, DFT ωB97M-V/def2-TZVPD
H -0.757 -0.766 -1.067
C 0.145 -0.379 -0.806
H -0.787 1.674 -0.872
N -0.543 0.544 1.065
C 0.285 -0.731 0.775
H -0.039 -1.813 1.265
H -1.538 0.118 0.903
H 0.903 1.721 -0.289
C -0.112 1.049 -0.307
F 1.043 -0.914 -1.717
H 1.399 -0.505 1.051
```

Properties
Frontier orbital gap   10.8 eV
LUMO energy   1.0 eV
HOMO level   -0.3584 hartree
Total charge   0
Structure (SMILES)   FC1CNC1

Results of the Löwdin charge analysis, in e, for atoms 1 through 4:
1 H 0.10
2 C -0.31
3 H 0.09
4 N -0.06



Each structure's energy above the most stable one, in hartree: run A 0.0000; run B 0.0213.



Run A
Entry from OMol25: an isolated ion of composition C2H4O3P and charge -1 (ωB97M-V/def2-TZVPD).

The geometry in XYZ format:
```
10
C2H4O3P, DFT ωB97M-V/def2-TZVPD
C 0.182 -0.592 -0.168
H 0.180 -1.443 0.411
O 2.190 0.543 0.220
H -0.750 -0.158 -0.581
O 0.074 1.819 0.431
H 0.565 2.436 -0.014
O 4.498 -0.070 -0.489
P 3.179 -0.673 -0.144
C 0.874 0.570 0.486
H 0.976 -1.039 -0.933
```

Properties
Frontier orbital gap (spin up / spin down)   6.2 / 5.0 eV
LUMO energy (spin up / spin down)   4.1 / 3.9 eV
HOMO level (spin up / spin down)   -0.0797 / -0.0380 hartree
Total charge   -1

Results of the Löwdin charge analysis, in e, for atoms 1 through 4:
1 C -0.14
2 H 0.01
3 O -0.38
4 H 0.07



Run B
Entry from OMol25: C2H4O3P as an isolated structure (ωB97M-V/def2-TZVPD).

The geometry in XYZ format:
```
10
C2H4O3P, DFT ωB97M-V/def2-TZVPD
O -2.546 -0.800 -0.639
C 0.192 -0.625 0.064
H 1.983 0.232 0.741
O -0.656 -0.716 1.218
C 1.220 0.460 -0.011
H 1.607 0.494 -1.133
P -1.488 0.035 -0.101
H 0.742 1.295 0.342
O -1.646 1.475 0.049
H 0.592 -1.850 -0.531
```

Properties
Frontier orbital gap   8.6 eV
LUMO energy   4.3 eV
HOMO level   -0.1563 hartree
Total charge   -1

Results of the Löwdin charge analysis, in e, for atoms 1 through 4:
1 O -0.36
2 C -0.51
3 H 0.06
4 O -0.25



Each structure's energy above the most stable one, in hartree: run A 0.0920; run B 0.0000.